No. 1
Here is a 5-piece molecular cluster, C22H39NO13Si overall at a distorted geometry from the Open Molecules 2025 dataset. Energies are from wB97M-V/def2-TZVPD.

The geometry in XYZ format:
```
76
Properties=species:S:1:pos:R:3:forces:R:3
C 5.083184 -0.912960 0.337093 -1.3 0.0 0.1
C 4.103357 -2.083820 -0.162651 1.5 -2.0 -1.0
O 4.536610 -2.937046 -0.985547 -2.0 3.5 2.4
N 2.745891 -2.180300 0.371353 1.2 1.4 -0.5
C 1.699996 -1.746189 -0.623047 -1.4 -1.3 -1.0
C 0.372426 -1.176904 0.077417 0.8 -0.2 0.4
C 0.438214 0.366908 0.489649 -1.6 0.1 -0.5
C 0.846152 1.360362 -0.723510 -0.3 0.0 0.7
Si 2.676219 1.904496 -0.447815 -1.6 0.1 -0.6
H 4.515021 -0.301345 1.109131 0.9 -0.6 -0.9
H 6.050629 -1.292731 0.792190 -1.2 0.3 -0.9
H 5.249312 -0.235101 -0.570944 0.0 -1.1 1.4
H 2.644280 -1.659343 1.257091 0.2 -0.1 -0.9
H 2.114092 -1.065759 -1.449380 -0.6 -0.7 1.4
H 1.374499 -2.707286 -1.170367 0.5 1.5 0.7
H -0.524953 -1.419632 -0.600177 1.4 0.7 0.9
H 0.208895 -1.799973 1.030753 0.2 0.8 -1.3
H -0.643732 0.665029 0.786577 2.1 -0.7 -0.5
H 1.092625 0.562228 1.417845 -0.9 -0.5 -1.4
H 0.659818 0.920254 -1.759933 0.2 0.5 1.4
H 0.203421 2.311411 -0.617531 0.9 -1.4 -0.3
H 3.611877 1.054505 -1.181622 0.2 0.0 -0.2
H 2.937810 1.757573 0.989044 0.2 0.1 0.2
H 2.750648 3.327778 -0.860795 0.4 -0.1 0.0
C 5.610624 -5.439511 -0.525764 0.4 -0.4 0.0
C 5.051710 -6.789722 -0.137792 0.4 1.1 -0.6
C 3.895960 -6.722128 0.816024 -0.6 0.1 -0.1
O 3.971527 -7.988796 1.466258 0.5 -0.2 0.1
C 5.280933 -8.366858 1.427512 0.5 -0.7 0.4
O 5.736102 -9.292259 2.033809 -0.3 0.6 -0.4
O 6.002437 -7.549811 0.610464 -0.4 -0.6 0.5
H 4.927320 -4.911959 -1.187921 0.1 -0.2 0.1
H 5.790771 -4.816728 0.354081 -0.1 -0.1 0.0
H 6.573151 -5.554880 -1.030979 -0.1 -0.1 -0.1
H 4.800777 -7.363662 -1.036729 -0.1 0.0 0.1
H 2.937665 -6.602308 0.309141 0.0 -0.2 0.1
H 4.000539 -5.939567 1.574281 0.1 0.0 -0.2
C -2.364083 2.305021 6.037721 0.0 0.4 -0.1
C -2.531413 1.532037 4.748315 -0.1 0.3 1.2
C -1.374413 0.637112 4.415202 0.2 -0.6 0.3
O -1.471008 0.541348 2.996283 -0.4 0.6 -0.3
C -2.065499 1.691693 2.570746 -0.1 0.3 -0.8
O -2.146621 2.032788 1.422429 -0.1 -0.2 0.9
O -2.556594 2.406521 3.620571 0.2 -0.4 -0.7
H -2.458016 1.645427 6.902752 0.0 0.0 -0.1
H -1.388891 2.797662 6.081142 0.0 -0.1 -0.1
H -3.117282 3.092978 6.111900 0.0 -0.2 0.0
H -3.477583 0.980201 4.762582 0.1 -0.1 -0.1
H -1.456943 -0.347369 4.877376 0.0 0.0 -0.2
H -0.400178 1.069372 4.664834 -0.1 0.1 0.1
C -3.655998 1.453035 -2.692086 0.2 0.0 0.4
C -3.104272 0.504590 -3.730607 -0.6 0.9 0.5
C -3.798507 -0.824767 -3.778576 -0.6 -0.2 -0.3
O -2.783590 -1.671381 -4.310365 0.5 0.2 0.1
C -1.590964 -1.120922 -3.945779 0.9 -0.4 -0.1
O -0.530804 -1.660141 -4.068352 -0.7 0.3 0.1
O -1.766535 0.124001 -3.419545 0.2 -0.7 -0.3
H -4.636436 1.831066 -2.989469 0.1 0.0 -0.1
H -3.753580 0.962148 -1.719093 0.0 -0.1 -0.1
H -2.981645 2.298193 -2.549974 -0.1 -0.1 -0.2
H -3.092923 0.990087 -4.712449 0.0 -0.1 0.0
H -4.677348 -0.818447 -4.424666 0.2 -0.1 -0.1
H -4.081683 -1.205737 -2.791990 0.0 0.2 0.0
C -4.304040 6.378425 0.234408 0.0 0.4 0.0
C -4.474045 5.608786 -1.056549 0.0 0.4 1.1
C -3.316873 4.715646 -1.393629 0.2 -0.6 0.3
O -3.415897 4.621139 -2.811272 -0.2 0.5 -0.3
C -4.013329 5.771673 -3.235490 -0.1 0.4 -1.0
O -4.094794 6.109370 -4.378803 0.1 -0.3 0.8
O -4.502350 6.486146 -2.182177 0.2 -0.4 -0.6
H -4.395532 5.716373 1.097972 0.0 0.0 -0.1
H -3.328980 6.871369 0.276719 0.0 -0.1 -0.1
H -5.057523 7.165914 0.312337 0.0 -0.2 0.0
H -5.420137 5.056337 -1.041366 0.1 -0.1 -0.1
H -3.396526 3.729575 -0.933924 0.0 0.0 -0.1
H -2.342973 5.148764 -1.144335 -0.1 0.1 0.1
```
Positions in Å, forces in eV/Å.

Summary:
- HOMO: -0.35523 Eh
- Electronic energy: -59430.9185 eV
- HOMO-LUMO gap: 9.804 eV
- Maximum force: 4.703 eV/A
- Structure (SMILES): CC(=O)NCCCC[SiH3].C[C@@H]1COC(=O)O1.C[C@@H]1COC(=O)O1.C[C@@H]1COC(=O)O1.C[C@@H]1COC(=O)O1
- E_LUMO: 0.005 hartree
- Charge: 0



No. 2
Here is C22H40AgN9O3P2S3 as an isolated structure from the Open Molecules 2025 dataset. Energies are from wB97M-V/def2-TZVPD.

The geometry in XYZ format:
```
80
Properties=species:S:1:pos:R:3:forces:R:3
Ag 0.077811 0.612631 -0.602740 0.1 0.1 -0.4
C 5.594521 2.291337 -0.583344 0.0 0.0 0.0
S 4.408803 3.125955 0.486930 0.0 0.0 0.0
C 2.877211 2.253180 0.241215 -0.1 0.0 0.3
S 2.639815 1.161948 -1.040666 -0.2 0.0 0.2
N 2.059100 2.631161 1.199401 0.0 0.0 -0.4
N 0.733341 2.361540 0.995762 0.3 -0.1 -0.1
C 0.042514 2.354221 2.062300 -0.4 0.0 0.4
C -1.428779 2.230914 2.068557 0.2 -0.1 0.1
C -2.094237 2.369559 3.283985 0.0 0.0 0.2
C -3.475487 2.292512 3.318565 0.0 0.0 0.0
C -4.163253 2.078798 2.134564 0.1 0.0 0.0
C -3.414790 1.936239 0.973194 0.0 0.1 -0.1
N -2.088966 2.008340 0.929659 -0.1 0.2 -0.2
H 6.254376 1.657137 0.006486 0.0 0.0 0.0
H 6.178557 3.050637 -1.100559 0.0 0.0 0.0
H 5.049528 1.691394 -1.311496 0.0 0.0 0.0
H 0.543381 2.470953 3.024611 -0.1 0.1 0.0
H -1.522241 2.537050 4.188322 0.0 0.0 0.0
H -4.007363 2.394371 4.256563 0.0 0.0 0.0
H -5.242867 2.020849 2.106581 0.0 0.0 0.0
H -3.908070 1.736625 0.023610 0.0 0.1 0.0
C -2.658596 -3.296469 -1.216364 -0.1 0.1 0.1
N -2.668828 -2.319040 -0.130147 0.1 0.2 -0.3
C -3.387368 -1.084441 -0.479225 0.0 -0.2 0.1
P -1.433721 -2.132573 0.934869 0.1 0.4 0.0
O -0.972290 -0.740301 1.148284 0.0 -0.4 0.1
O -0.259184 -3.113852 0.400196 0.0 0.0 -0.1
P 0.649372 -2.806382 -0.915866 -0.3 0.2 -0.1
O 0.083044 -1.696786 -1.716213 0.1 -0.2 0.2
N 0.643737 -4.200258 -1.773102 0.2 -0.1 -0.1
C 1.172881 -5.435750 -1.218227 -0.1 0.0 -0.1
C 0.426001 -4.195857 -3.212169 -0.1 0.0 0.0
N 2.130489 -2.699261 -0.226413 0.2 0.3 0.1
C 3.243765 -2.542921 -1.173336 0.0 -0.1 0.1
C 2.353162 -1.969024 1.028735 0.0 -0.1 -0.1
N -1.884936 -2.821847 2.350286 -0.1 0.0 0.3
C -2.489629 -4.144344 2.365577 0.0 0.0 0.0
C -1.187414 -2.451867 3.577857 0.0 -0.1 -0.1
H -3.681554 -3.632443 -1.397801 0.0 0.0 0.0
H -2.052467 -4.162659 -0.962287 0.0 0.0 0.0
H -2.264091 -2.853495 -2.134935 0.0 0.0 0.0
H -4.438698 -1.318338 -0.657044 0.0 0.0 0.0
H -2.960240 -0.622882 -1.373244 0.0 0.0 0.0
H -3.322312 -0.368118 0.336212 0.0 -0.2 -0.1
H 1.341722 -5.334630 -0.149257 0.0 0.0 0.0
H 2.123173 -5.702418 -1.691604 0.0 0.0 0.0
H 0.465646 -6.253415 -1.381388 0.0 0.0 0.0
H 0.154231 -3.195816 -3.539821 0.0 0.0 0.0
H -0.379537 -4.885203 -3.482934 0.0 0.0 0.0
H 1.333909 -4.506778 -3.739032 0.0 0.0 0.0
H 3.008338 -3.028152 -2.121058 0.0 0.0 0.0
H 4.134213 -3.019106 -0.759304 0.0 0.0 0.0
H 3.455486 -1.488367 -1.361792 0.0 0.0 0.0
H 1.499480 -2.078178 1.690302 0.0 0.0 0.0
H 2.528086 -0.906777 0.844176 0.0 0.0 0.0
H 3.228985 -2.394221 1.522763 0.0 0.0 0.0
H -3.062815 -4.306077 1.454121 0.0 0.0 0.0
H -3.173506 -4.221855 3.212491 0.0 0.0 0.0
H -1.736543 -4.935520 2.456324 0.0 0.0 0.0
H -0.784670 -1.446497 3.482620 0.0 0.0 0.0
H -0.369254 -3.145543 3.805718 0.0 0.0 0.0
H -1.893270 -2.468863 4.410965 0.0 0.0 0.0
C -1.008275 5.504072 0.343029 0.0 0.0 0.0
C -0.293328 4.815961 -0.772080 -0.1 -0.1 0.0
C 0.943995 5.140543 -1.228240 0.1 0.1 0.0
C 1.476443 4.361275 -2.277045 0.0 -0.1 -0.1
N 0.844763 3.330241 -2.796713 -0.2 0.1 -0.1
C -0.363087 2.972887 -2.312457 0.4 0.0 -0.1
S -1.167394 1.569241 -2.803257 -0.1 0.1 0.1
N -0.927590 3.778522 -1.361317 -0.1 0.0 0.0
C 2.830394 4.658074 -2.837704 0.0 0.0 0.0
H -0.430190 6.351064 0.703339 0.0 0.0 0.0
H -1.162681 4.805507 1.167994 0.0 0.0 0.0
H -1.987160 5.857068 0.013309 0.0 0.0 0.0
H 1.501604 5.955174 -0.790266 0.0 0.0 0.0
H -1.804466 3.443993 -0.985371 0.0 -0.1 0.1
H 3.203419 5.629888 -2.518081 0.0 0.0 0.0
H 2.795875 4.602675 -3.925098 0.0 0.0 0.0
H 3.519978 3.882790 -2.490472 -0.1 0.0 0.0
```
Positions in Å, forces in eV/Å.

Summary:
- HOMO: -0.26044 Eh
- Electronic energy: -98104.6381 eV
- HOMO-LUMO gap: 7.247 eV
- Maximum force: 0.547 eV/A
- E_LUMO: 0.006 hartree
- Charge: 0



No. 3
Here is C22H40AlCl2N5O3 as an isolated structure at a distorted geometry from the Open Molecules 2025 dataset. Energies are from wB97M-V/def2-TZVPD.

The geometry in XYZ format:
```
73
Properties=species:S:1:pos:R:3:forces:R:3
O -1.477248 0.044716 -1.180033 1.8 -2.3 0.4
C -2.295112 0.963162 -1.479095 -2.1 1.1 -1.0
C -3.303101 0.694476 -2.474784 0.6 0.4 0.6
C -3.201456 -0.410052 -3.362847 -0.2 0.0 0.0
H -2.298960 -1.018453 -3.345741 -0.2 0.1 0.1
C -4.228155 -0.670970 -4.260771 0.0 0.3 0.2
H -4.154511 -1.522228 -4.934119 0.0 0.1 0.0
C -5.359787 0.154864 -4.309898 -0.2 -0.1 0.0
H -6.161741 -0.043890 -5.024037 0.2 0.0 0.2
C -5.469031 1.244205 -3.433070 0.4 0.1 0.2
H -6.356458 1.881212 -3.451625 0.3 -0.2 -0.1
C -4.442646 1.521944 -2.533591 -0.5 0.1 -0.5
H -4.482814 2.387033 -1.869128 -0.2 -0.3 -0.2
H -2.327305 1.879741 -0.878239 0.0 -0.3 -0.2
C -1.399617 4.285016 -2.248668 0.1 -0.1 0.1
C -1.661913 4.274177 -0.762560 1.7 0.5 0.4
H -0.761541 5.147061 -2.467210 -0.1 0.0 -0.1
H -2.320561 4.357508 -2.830288 0.1 0.0 0.1
H -0.851199 3.398285 -2.582092 -0.2 0.0 0.1
C -0.686638 4.428481 0.159672 -1.1 -0.1 -0.6
C 0.768661 4.503166 -0.165221 0.6 0.0 -0.1
H -0.955064 4.563947 1.204010 -0.1 -0.3 -0.1
H 1.003257 5.231337 -0.959182 -0.1 -0.2 0.2
H 1.184977 3.532883 -0.482143 -0.2 0.2 0.0
H 1.334594 4.796778 0.727623 -0.1 0.0 -0.2
Al 0.184327 -0.372543 -0.642978 -2.0 1.8 1.1
Cl 0.818295 -0.156286 -2.748432 0.6 0.0 -0.3
Cl -3.306371 4.233533 -0.267143 -0.5 0.1 0.3
C 2.960207 0.337372 -0.529700 -1.4 -0.6 1.1
O 1.905727 -0.102946 0.041957 2.3 0.4 -1.0
N 4.047159 0.622338 0.165316 0.0 -0.3 -0.1
C 4.139962 0.393192 1.608018 0.2 0.0 0.0
C 5.270687 0.992724 -0.533460 0.0 0.0 -0.1
H 2.981542 0.488125 -1.615217 0.0 0.0 0.2
H 3.150217 0.382313 2.070229 0.2 0.0 -0.2
H 4.742430 1.202144 2.033880 -0.2 -0.1 0.0
H 4.655491 -0.556877 1.812787 -0.2 0.2 -0.1
H 5.017342 1.251854 -1.566721 0.2 0.0 0.2
H 5.984246 0.155319 -0.532504 -0.2 0.2 0.0
H 5.729810 1.852177 -0.034685 -0.1 -0.1 -0.2
H 0.815798 1.143665 4.339516 0.1 0.0 0.0
H -1.383803 0.267834 5.042948 -0.1 -0.1 0.0
C 0.423427 1.527945 3.391485 -1.1 -0.4 0.1
C -1.832596 0.740573 4.161305 0.6 0.3 -0.7
N -0.846719 0.864282 3.101646 1.0 1.3 3.0
H 1.119272 1.330662 2.573906 -0.1 0.0 0.1
C -1.103905 0.442859 1.870820 -2.8 -2.0 -1.3
O -0.218917 0.544051 0.965653 2.3 0.2 -2.0
H -2.663402 0.129551 3.793679 0.1 0.1 0.1
H -2.100249 0.009699 1.673190 0.4 0.3 0.1
H 0.266610 2.610490 3.484337 0.2 0.0 0.0
H -2.215607 1.725956 4.455822 -0.1 -0.1 0.0
C 2.390853 -2.990460 -1.264796 -0.2 0.0 -0.2
N 1.936137 -3.121808 0.110904 -0.2 0.1 0.4
C 2.951886 -3.439668 1.091033 0.1 -0.2 0.1
C 0.606815 -3.065562 0.424814 -0.5 0.5 -0.1
N -0.166018 -2.140054 -0.148790 0.5 -1.7 0.0
N 0.109811 -3.945628 1.328611 0.2 -0.1 -0.4
C 0.763303 -5.219916 1.613093 0.2 -0.2 -0.1
C -1.257550 -3.822930 1.814590 -0.2 0.2 0.1
H 2.385302 -3.977198 -1.759870 0.1 0.3 0.1
H 3.416286 -2.600093 -1.267439 -0.2 0.0 0.0
H 1.746265 -2.308160 -1.828849 0.3 -0.2 0.1
H 2.554995 -3.340730 2.109853 0.1 0.0 -0.4
H 3.341423 -4.456096 0.928580 0.0 0.2 0.3
H 3.796098 -2.744509 0.978634 -0.2 -0.1 0.0
H -1.144266 -2.417358 -0.230524 0.2 0.4 0.3
H -0.011624 -5.956405 1.847070 0.2 0.1 -0.2
H 1.335344 -5.567520 0.739954 -0.2 0.1 0.4
H 1.427394 -5.143164 2.487136 -0.1 -0.1 -0.3
H -1.413697 -2.863811 2.326302 0.0 0.0 -0.2
H -1.988782 -3.927640 1.001008 0.1 0.0 0.2
H -1.417587 -4.635696 2.526066 -0.1 0.2 -0.1
```
Positions in Å, forces in eV/Å.

Summary:
- HOMO (alpha / beta): -0.09891 / -0.16227 Eh
- Electronic energy: -68699.2090 eV
- HOMO-LUMO gap (alpha / beta): 2.674 / 4.337 eV
- Maximum force: 3.669 eV/A
- E_LUMO (alpha / beta): -0.001 / -0.003 hartree
- Charge: 0



- Look up the maximum force of the second one.
  0.547 eV/A



- Number 3 is which compound?
  C22H40AlCl2N5O3